(1)
{
  "formula": "H4O2",
  "method": "the ωB97M-V functional and the def2-TZVPD basis",
  "e_homo_ev": -11.25,
  "max_force_ev_per_a": 2.12,
  "e_tot_ev": -4159.67899,
  "gap_ev": 11.829,
  "e_lumo_ev": 0.575,
  "e_above_lowest_ev": 0.260,
  "symbols": ["O", "H", "H", "O", "H", "H"],
  "xyz": [[1.63, 0.01, -0.11], [1.44, 0.83, 0.36], [2.12, -0.65, 0.41], [-1.76, -0.09, -0.02], [-0.82, -0.36, 0.23], [-1.72, 0.89, 0.05]],
  "nbo_charge": [-0.96, 0.48, 0.49, -0.94, 0.48, 0.46]
}


(2)
{
  "formula": "C2",
  "method": "the ωB97M-V functional and the def2-TZVPD basis",
  "e_homo_ev": -10.40,
  "max_force_ev_per_a": 6.09,
  "e_tot_ev": -2063.51198,
  "gap_ev": 6.731,
  "e_lumo_ev": -3.669,
  "e_above_lowest_ev": 1.220,
  "symbols": ["C", "C"],
  "xyz": [[0.00, 0.00, 0.81], [0.00, 0.00, -0.81]],
  "nbo_charge": [0.00, 0.00]
}